Record 1
51
Properties=species:S:1:pos:R:3 method="wB97M-V/def2-TZVPD" largest_force_ha_per_bohr=0.063 homo_ev="-14.3139 / -14.3139" orbital_gap_ev="5.9 / 5.9" total_charge=+2
W -0.5879 -0.1338 0.1362
O 2.6839 -0.9540 2.7140
As 2.5024 -1.3780 1.1125
O 3.7814 -0.9885 0.1959
O 0.8741 -0.5628 1.0848
C 1.8895 -3.2525 0.9574
C 2.7123 -4.1743 1.6344
C 2.5136 -5.5260 1.4793
C 1.4631 -6.0499 0.7503
C 0.5587 -5.1510 0.2236
C 0.7675 -3.8009 0.3490
S -0.4261 -2.8101 -0.5687
O -1.2153 -3.6203 -1.4338
O 0.3880 -1.7640 -1.1478
O -1.3028 -1.9668 0.4806
H 3.5853 -0.9306 3.0411
H 3.5396 -3.8285 2.2166
H 3.2005 -6.2083 1.9800
H 1.3308 -7.1383 0.6921
H -0.3163 -5.5731 -0.2836
O -1.0140 3.3091 -0.3188
C -2.4214 3.5290 -0.5575
C -3.2356 2.4619 0.1906
C -4.6551 3.0322 0.0662
O -4.9452 3.1183 -1.3538
C -3.2391 1.0393 -0.4232
Se -1.8036 0.6107 -1.7422
C -2.8239 2.2524 1.6738
Se -1.0214 1.3520 2.0053
H -0.6263 4.1537 -0.5835
H -2.6657 3.4705 -1.6071
H -2.7705 4.5782 -0.2873
H -4.6468 4.0765 0.5148
H -5.4483 2.4311 0.5611
H -5.8394 3.4858 -1.5287
H -4.0795 0.8587 -1.0445
H -3.3764 0.3309 0.4008
H -3.5483 1.6139 2.2270
H -2.8062 3.1975 2.2022
N 4.1178 2.5718 -0.1651
C 3.3263 1.8389 -0.9465
C 2.0768 1.3785 -0.4013
N 1.1743 0.7278 -1.1170
C 1.4612 0.4116 -2.3808
C 2.6848 0.9155 -2.9288
N 3.5501 1.6427 -2.2371
H 4.0389 2.5045 0.8395
H 4.9697 2.9153 -0.5261
H 1.8957 1.5721 0.6611
H 0.7836 -0.1818 -2.9222
H 2.9450 0.6132 -3.8845


Record 2
15
Properties=species:S:1:pos:R:3 method="wB97M-V/def2-TZVPD" largest_force_ha_per_bohr=0.011 homo_ev=-10.2117 orbital_gap_ev=11.0 relative_energy_kcal_mol=47.5 total_charge=0 smiles="CC(=O)COC=O.[H][H]"
C -1.0159 -0.1088 -1.7062
C -0.4649 -0.9165 -0.5601
O -0.3165 -2.1170 -0.6326
C -0.1415 -0.2255 0.7623
O 0.0734 1.1739 0.5739
C 0.4130 1.8460 1.6834
O 0.6645 1.3398 2.7433
H -0.2351 0.1947 -2.4173
H -1.4982 0.7943 -1.3325
H -1.7242 -0.7417 -2.2455
H -0.9967 -0.3675 1.4444
H 0.7285 -0.6962 1.2238
H 0.4081 2.9257 1.4789
H 1.8779 -1.8939 -0.4387
H 2.3590 -1.3346 -0.3401


Record 3
97
Properties=species:S:1:pos:R:3 method="wB97M-V/def2-TZVPD" multiplicity=3 largest_force_ha_per_bohr=0.016 homo_ev="-15.5019 / -16.0184" orbital_gap_ev="6.6 / 7.1" s2=2.008 relative_energy_kcal_mol=0.0 total_charge=+3
W 1.0625 -0.9046 0.1343
O -0.1142 0.4232 1.1684
P -0.5263 1.8886 1.3495
C -0.3579 2.7129 -0.2607
P -0.6181 1.5171 -1.5946
O 0.3611 0.3440 -1.3769
C -2.3094 0.9740 -1.5444
C -3.3153 1.8688 -1.9197
C -4.6411 1.4807 -1.8395
C -4.9638 0.2003 -1.4043
C -3.9652 -0.6910 -1.0361
C -2.6357 -0.3036 -1.0932
C -0.2799 2.3156 -3.1426
C -0.8730 1.7910 -4.2943
C -0.5790 2.3403 -5.5306
C 0.3005 3.4129 -5.6214
C 0.8898 3.9387 -4.4780
C 0.6038 3.3913 -3.2387
C 0.4875 2.7494 2.5285
C 1.4269 3.7211 2.1870
C 2.1973 4.3162 3.1746
C 2.0325 3.9417 4.5013
C 1.0883 2.9819 4.8482
C 0.3133 2.3898 3.8670
C -2.2175 1.9437 1.8821
C -2.8366 3.1838 2.0522
C -4.1486 3.2367 2.4862
C -4.8323 2.0576 2.7665
C -4.2080 0.8268 2.6151
C -2.8960 0.7624 2.1694
H 0.6538 3.1073 -0.3682
H -1.0669 3.5399 -0.3453
H -3.0676 2.8584 -2.2881
H -5.4227 2.1686 -2.1317
H -6.0012 -0.1036 -1.3569
H -4.2230 -1.6860 -0.6978
H -1.8630 -0.9938 -0.7794
H -1.5814 0.9738 -4.2234
H -1.0449 1.9439 -6.4223
H 0.5192 3.8482 -6.5872
H 1.5628 4.7818 -4.5530
H 1.0636 3.8215 -2.3571
H 1.5442 4.0559 1.1639
H 2.9110 5.0859 2.9134
H 2.6271 4.4148 5.2712
H 0.9452 2.7132 5.8859
H -0.4452 1.6648 4.1411
H -2.2974 4.1067 1.8645
H -4.6358 4.1928 2.6195
H -5.8551 2.1029 3.1162
H -4.7437 -0.0836 2.8485
H -2.3980 -0.1920 2.0543
N 1.9630 -3.8830 3.9764
C 1.3534 -2.5574 3.5537
C 1.0032 -1.7243 4.7835
P 2.5275 -1.6461 2.4738
O 3.8821 -2.0566 3.1833
O 2.1760 -0.2053 2.4101
O 2.4362 -2.2458 1.0581
P -0.0966 -3.0452 2.4723
O -1.3967 -2.7518 3.3265
O 0.1334 -4.4776 2.1783
O -0.1705 -2.0379 1.3233
H 1.6122 -4.1646 4.8947
H 2.9845 -3.8399 4.0271
H 1.6421 -4.5935 3.2870
H 1.8947 -1.4861 5.3661
H 0.2862 -2.2495 5.4161
H 0.5492 -0.7880 4.4652
H 4.7045 -1.6403 2.8911
H -1.8696 -3.5483 3.6062
Se 3.7578 2.2945 -0.2823
N 4.6709 1.8327 -1.7227
C 4.2883 0.6235 -2.0907
C 4.7145 -0.1593 -3.2066
C 4.1327 -1.3770 -3.3643
C 3.1287 -1.8449 -2.4612
N 2.7376 -1.1700 -1.4154
C 3.3185 0.0473 -1.2218
N 2.8894 0.7340 -0.1957
H 5.4683 0.2139 -3.8872
H 4.4137 -2.0233 -4.1837
H 2.6628 -2.8099 -2.6311
C -0.7717 -5.6945 -3.8669
C -0.3736 -4.5767 -2.9598
C 0.1689 -4.7986 -1.6976
C 0.5075 -3.7366 -0.8872
N 0.3409 -2.4525 -1.2571
C -0.1652 -2.2265 -2.4872
C -0.5275 -3.2404 -3.3399
H -0.5773 -6.6657 -3.4190
H -0.2296 -5.6301 -4.8115
H -1.8349 -5.6267 -4.1028
H 0.3234 -5.8035 -1.3285
H 0.9178 -3.9171 0.0942
H -0.2668 -1.1958 -2.7807
H -0.9365 -2.9880 -4.3096